# 1
C5H10O5 | ωB97M-V/def2-TZVPD

Last column: Mulliken charge in e.
Positions of all 20 atoms, in Å:
C  1.111  1.197  -1.353  -0.983
C  0.103  1.307  -0.136  0.529
O  0.251  2.110  0.792  -0.591
C  -1.115  0.486  -0.459  0.547
O  -2.035  1.483  -0.861  -0.609
C  -1.792  -0.536  0.551  -0.519
O  -3.098  -0.113  0.738  -0.588
H  0.786  0.306  -1.936  0.308
H  1.147  2.113  -1.954  0.311
H  2.118  0.944  -0.986  0.247
H  -0.876  -0.152  -1.288  0.074
H  -2.880  1.300  -0.441  0.330
H  -1.214  -0.663  1.479  0.312
H  -1.738  -1.519  0.033  0.317
H  -3.553  -0.811  1.246  0.321
O  1.231  -2.176  0.815  -0.443
C  2.327  -1.618  0.637  0.240
O  3.418  -1.710  1.416  -0.430
H  2.476  -1.016  -0.284  0.298
H  3.333  -0.931  1.990  0.328

LUMO   0.47 eV
Structure (SMILES)   CC(=O)[C@H](O)CO.O=CO
E_HOMO   -9.5 eV
Total charge   0
Relative energy (zero: lowest compared OMol25 entry of this formula, charge and spin)   2.673 eV
Multiplicity   1
Maximum force   0.0832 hartree/bohr

***

# 2
C6H14N3O4 | ωB97M-V/def2-TZVPD

Last column: Mulliken charge in e.
Positions of all 27 atoms, in Å:
C  1.197  -1.137  0.256  0.298
C  -0.587  0.456  -2.967  0.580
C  -2.623  1.820  -0.817  -0.811
C  -0.190  2.181  -0.523  -0.773
C  2.509  -1.796  0.782  -0.301
C  -0.981  0.017  -1.385  -0.091
N  1.164  -0.481  -0.786  -0.494
N  2.340  -2.160  2.191  -0.563
N  -1.261  1.235  -0.543  -0.023
O  -1.503  0.824  -3.604  -0.444
O  0.068  -1.469  1.025  -0.535
O  0.627  0.156  -3.122  -0.552
O  -1.818  -0.922  -0.984  -0.476
H  -2.984  2.396  0.019  0.362
H  -2.633  2.402  -1.669  0.425
H  -3.234  0.901  -0.974  0.292
H  -0.251  2.660  -1.543  0.363
H  -0.493  2.917  0.188  0.425
H  0.707  1.750  -0.241  0.297
H  2.753  -2.612  -0.055  0.271
H  3.296  -1.004  0.829  0.315
H  1.028  -0.067  -2.075  0.624
H  2.273  -3.197  2.200  0.238
H  0.305  -1.885  1.860  0.386
H  3.025  -1.729  2.719  0.209
H  -1.389  0.626  0.343  0.479
H  -1.530  -1.861  -1.405  0.499

LUMO   -4.31 eV
E_HOMO   -12.7 eV
Total charge   +1
Relative energy (zero: lowest compared OMol25 entry of this formula, charge and spin)   2.653 eV
Multiplicity   1
Maximum force   0.0886 hartree/bohr

***

# 3
C28H59F10NO29P5 | ωB97M-V/def2-TZVPD

Last column: Mulliken charge in e.
Positions of all 132 atoms, in Å:
P  0.125  0.807  0.465  2.192
F  -0.154  -0.712  0.042  -0.265
F  -0.730  1.235  -0.792  -1.419
F  -1.283  0.747  1.239  -0.363
F  0.526  2.381  0.780  -0.492
F  0.973  0.263  1.767  -0.399
F  1.454  0.657  -0.469  -0.503
C  -4.132  2.311  -0.684  -0.851
C  -3.404  3.584  -1.180  0.587
C  -2.771  4.350  0.006  -0.567
O  -3.478  4.652  1.226  -0.242
C  -3.768  6.013  1.460  -0.845
N  -2.298  3.135  -1.960  -0.367
H  -3.410  1.773  -0.070  -0.138
H  -4.560  1.734  -1.504  0.285
H  -4.969  2.457  -0.001  0.483
H  -4.117  4.192  -1.737  0.198
H  -2.439  5.308  -0.393  0.550
H  -1.867  3.808  0.286  -0.181
H  -2.863  6.533  1.775  0.310
H  -4.516  6.002  2.253  0.212
H  -4.198  6.489  0.579  0.342
H  -2.483  2.231  -2.371  -0.051
H  -1.587  2.699  -1.391  0.221
C  -2.649  -1.722  -5.405  -0.666
O  -3.463  -0.537  -5.171  -0.382
P  -3.500  -0.033  -3.617  -0.077
O  -2.203  0.410  -3.163  0.984
O  -4.542  1.089  -3.792  -0.343
C  -4.206  2.202  -4.713  -0.492
O  -4.236  -1.208  -2.844  -0.373
C  -3.842  -1.546  -1.512  -0.246
H  -1.590  -1.504  -5.267  0.151
H  -2.569  -2.003  -6.456  0.378
H  -2.866  -2.522  -4.697  0.275
H  -3.208  2.212  -5.151  0.110
H  -4.290  3.213  -4.314  0.205
H  -4.860  1.925  -5.539  0.327
H  -3.664  -2.619  -1.455  0.149
H  -4.652  -1.317  -0.819  0.358
H  -2.846  -1.191  -1.250  -0.053
C  -2.382  -5.971  -1.569  -0.494
O  -0.983  -6.309  -1.477  -0.326
P  -0.016  -5.799  -2.671  0.866
O  1.088  -6.782  -2.932  -0.738
O  0.579  -4.336  -2.273  -0.263
C  -0.196  -3.169  -2.379  -0.108
O  -1.145  -5.479  -3.859  -0.256
C  -0.850  -5.510  -5.210  -0.648
H  -2.534  -5.563  -0.570  0.294
H  -3.048  -6.834  -1.580  0.302
H  -2.690  -5.192  -2.266  0.184
H  0.030  -2.528  -1.527  0.151
H  -1.271  -3.313  -2.493  0.035
H  0.039  -2.660  -3.314  0.314
H  -1.255  -6.415  -5.663  0.283
H  0.217  -5.359  -5.373  0.331
H  -1.346  -4.700  -5.745  0.145
C  8.837  3.045  -0.722  -0.765
O  7.610  2.935  -0.032  -0.328
P  6.323  2.091  -0.563  0.925
O  6.349  1.897  -2.014  -0.730
O  4.894  2.770  -0.029  -0.134
C  3.752  3.031  -0.775  -0.522
O  6.490  0.707  0.238  -0.266
C  6.128  0.603  1.642  -0.499
H  9.001  3.989  -1.240  0.274
H  9.031  2.272  -1.465  0.323
H  9.669  2.812  -0.058  0.314
H  3.898  2.683  -1.798  0.362
H  3.808  4.113  -0.898  0.373
H  2.793  2.842  -0.294  -0.043
H  5.428  1.289  2.120  0.185
H  7.100  0.863  2.063  0.314
H  5.790  -0.389  1.941  0.210
C  -2.017  -3.169  6.722  -0.687
O  -0.603  -3.333  6.617  -0.336
P  0.108  -3.213  5.164  0.947
O  -0.581  -3.941  4.025  -0.602
O  0.325  -1.625  5.006  -0.197
C  1.389  -1.013  4.341  -0.371
O  1.681  -3.689  5.496  -0.398
C  2.629  -3.873  4.512  -0.641
H  -2.574  -3.183  5.785  0.351
H  -2.150  -2.193  7.190  0.256
H  -2.346  -3.956  7.399  0.227
H  1.145  0.031  4.148  0.129
H  1.680  -1.506  3.413  0.203
H  2.200  -0.882  5.057  0.258
H  3.402  -3.117  4.649  0.292
H  2.308  -3.926  3.472  0.197
H  3.149  -4.825  4.626  0.405
C  0.800  0.992  -4.161  -0.103
C  0.268  2.438  -3.898  1.060
O  -0.725  2.528  -4.940  -0.319
C  -0.490  1.643  -5.893  0.617
O  -1.066  1.491  -6.986  -0.612
O  0.556  0.803  -5.487  -0.444
F  1.299  3.209  -3.999  -0.343
H  0.297  0.257  -3.533  -0.072
H  1.851  0.998  -3.873  0.474
H  -0.190  2.454  -2.909  -0.301
C  -3.629  1.493  2.825  0.243
C  -4.569  2.005  3.897  0.246
O  -5.243  0.773  4.071  -0.355
C  -5.071  -0.029  3.029  0.642
O  -5.789  -1.001  2.906  -0.643
O  -4.234  0.406  2.154  -0.145
F  -5.334  3.044  3.611  -0.284
H  -2.687  1.044  3.141  0.222
H  -3.421  2.311  2.135  -0.235
H  -3.850  2.301  4.661  0.356
C  2.107  2.953  3.708  0.008
C  2.573  4.394  3.432  0.455
O  2.477  5.103  4.641  -0.320
C  2.320  4.211  5.627  0.502
O  2.333  4.470  6.814  -0.559
O  2.126  2.962  5.082  -0.330
F  1.724  4.929  2.575  -0.262
H  2.577  2.135  3.162  0.273
H  1.069  3.001  3.377  0.042
H  3.574  4.478  3.009  0.188
C  2.788  -3.265  -0.374  -0.126
C  4.120  -3.556  0.306  0.332
O  4.133  -4.865  0.729  -0.375
C  2.873  -5.258  0.892  0.562
O  2.539  -6.387  1.296  -0.607
O  2.102  -4.208  0.451  -0.252
F  4.160  -2.849  1.449  -0.244
H  2.675  -3.670  -1.379  0.218
H  2.345  -2.294  -0.151  0.006
H  4.859  -3.162  -0.391  0.391

LUMO   1.90 eV
E_HOMO   -7.1 eV
Total charge   -1
Relative energy (zero: lowest compared OMol25 entry of this formula, charge and spin)   0.000 eV
Multiplicity   1
Maximum force   0.1060 hartree/bohr